(1)
The following is a DFT calculation (the ωB97M-V functional and the def2-TZVPD basis) of 3 unconnected molecules or ions with the total composition CH2NO4.

```
8
Properties=species:S:1:pos:R:3:forces:R:3:mulliken_charge:R:1
O -4.375053 0.071025 0.823719 -0.2220 0.9676 0.8890 -0.202
O -2.351224 1.046922 -0.463732 -0.2307 0.0482 -0.0854 -0.192
O -3.610541 -1.182760 -0.808222 0.6476 -0.5482 -1.0295 -0.204
O -0.051624 -0.068521 0.092360 0.7552 -1.1836 0.2360 -0.607
N -3.915307 -0.481029 -0.013182 -0.8129 -0.8203 0.2666 1.417
C -1.305893 1.486141 -0.560261 -0.1700 1.3748 -0.4609 0.093
H 0.430820 -0.753634 -0.403082 -0.0571 0.3097 0.2407 0.336
H 0.620048 0.503949 0.485945 0.0899 -0.1482 -0.0565 0.359
```
Forces are in eV/Å.

Values from the calculation:
net charge	+1
highest occupied orbital energy	-0.5543	hartree
electronic energy	-10735.9052	eV
LUMO energy	-0.269	Eh

=====

(2)
The following is a DFT calculation (the ωB97M-V functional and the def2-TZVPD basis) of a molecular structure, CH2NO4S.

```
9
Properties=species:S:1:pos:R:3:forces:R:3:mulliken_charge:R:1
S -0.225509 -1.177935 -1.324646 0.9131 0.2904 -0.9954 0.521
O 1.477587 2.084447 0.636029 -2.2597 -0.1879 -0.2236 -0.524
O -0.657645 2.325747 0.163284 0.6791 -0.1568 0.3513 -0.492
O -1.686190 -1.113243 -1.477673 -0.0190 0.3166 0.7026 -0.573
O 0.235212 -2.518893 -0.905879 0.0252 0.0749 0.5521 -0.587
N 0.310995 1.668025 0.457666 1.7480 -3.0471 -0.1598 0.591
C 0.229663 -0.230864 0.433552 -2.9840 2.4513 -1.1810 -0.655
H -0.676489 -0.480778 0.973629 -0.5734 0.5148 0.1423 0.269
H 0.992376 -0.556506 1.044037 2.4707 -0.2562 0.8114 0.450
```
Forces are in eV/Å.

Values from the calculation:
net charge	-1
highest occupied orbital energy	-0.1498	hartree
electronic energy	-21581.7228	eV
LUMO energy	0.147	Eh

=====

(3)
The following is a DFT calculation (the ωB97M-V functional and the def2-TZVPD basis) of a molecular structure, CH2NO4S.

```
9
Properties=species:S:1:pos:R:3:forces:R:3:mulliken_charge:R:1
S -1.388576 -0.022898 1.206227 0.3726 0.0261 -0.8504 0.597
O 0.592738 -0.100179 -2.357562 -0.1145 -0.0667 -0.3793 -0.638
O -1.774741 -1.264028 0.553290 -0.2079 -0.2961 0.3701 -0.509
O -0.664379 -0.128239 2.468935 -0.0379 -0.1814 -0.0279 -0.535
O 1.538514 -1.182541 -0.730723 -0.0510 0.3282 -0.2009 -0.596
N 0.851025 -0.246688 -1.162705 -0.5490 0.5478 1.0266 0.827
C 0.280202 0.640207 -0.222235 0.7073 -1.4560 2.1193 -0.932
H -0.273085 1.480457 -0.435913 -0.8315 1.6009 -1.9114 0.442
H 0.838302 0.823909 0.680686 0.7118 -0.5028 -0.1461 0.344
```
Forces are in eV/Å.

Values from the calculation:
net charge	-1
highest occupied orbital energy	-0.1464	hartree
electronic energy	-21582.6244	eV
LUMO energy	0.134	Eh

=====

(4)
The following is a DFT calculation (the ωB97M-V functional and the def2-TZVPD basis) of a molecular structure, CH2NOS3.

```
8
Properties=species:S:1:pos:R:3:forces:R:3:mulliken_charge:R:1
S -0.084026 1.111379 0.883582 -0.2507 0.7287 1.0402 -0.164
S 2.922286 -1.676114 0.242508 -0.7733 0.6602 0.0502 -0.442
S 3.230117 1.332904 -0.111828 1.0509 1.4519 0.1510 -0.394
O -0.025722 -0.899711 -0.651910 -0.6754 0.5140 -0.1963 -0.356
N 0.660283 0.314640 -0.421887 2.5581 -1.4487 -0.7651 -0.263
C 2.544071 -0.081366 0.043977 -2.2012 -1.2113 -0.7660 0.262
H 0.412771 -1.605408 -0.162146 0.6887 -0.2091 0.4837 0.248
H 0.774571 2.171272 0.820241 -0.3971 -0.4856 0.0023 0.108
```
Forces are in eV/Å.

Values from the calculation:
net charge	-1
highest occupied orbital energy	-0.1262	hartree
electronic energy	-37111.1696	eV
LUMO energy	0.127	Eh

=====

(5)
The following is a DFT calculation (the ωB97M-V functional and the def2-TZVPD basis) of 2 unconnected molecules or ions with the total composition CH2NP.

```
5
Properties=species:S:1:pos:R:3:forces:R:3:mulliken_charge:R:1
P -0.611536 0.258855 1.131541 -0.8302 -2.4125 -2.5263 0.065
N -0.268829 1.125471 -0.479704 0.9802 -0.5468 0.5238 -0.324
C 0.630941 0.316756 -0.129281 -1.3556 0.8691 0.6649 0.041
H 1.516985 -0.168552 -0.447356 0.7761 0.0534 -0.6256 0.306
H -1.267561 -1.532530 -0.075200 0.4296 2.0369 1.9632 -0.088
```
Forces are in eV/Å.

Values from the calculation:
net charge	0
highest occupied orbital energy (spin up / spin down)	-0.3277 / -0.3276	hartree
electronic energy	-11843.6408	eV
LUMO energy (spin up / spin down)	-0.021 / -0.021	Eh

=====

(6)
The following is a DFT calculation (the ωB97M-V functional and the def2-TZVPD basis) of 2 unconnected molecules or ions with the total composition CH2NP.

```
5
Properties=species:S:1:pos:R:3:forces:R:3:lowdin_spin:R:1
P -0.219392 0.856727 0.035155 -1.1473 -1.0845 -0.3198 1.789
N 3.682643 -0.315690 0.054058 1.8898 -2.1035 0.4497 0.013
C 3.050121 0.611182 -0.049595 -4.8890 4.2478 -1.4590 0.046
H -0.995738 -0.360105 -0.363258 0.7392 1.1010 0.3492 0.115
H 2.101018 1.363411 -0.307791 3.4072 -2.1608 0.9799 0.037
```
Forces are in eV/Å.

Values from the calculation:
multiplicity	3
net charge	0
highest occupied orbital energy (spin up / spin down)	-0.3582 / -0.4317	hartree
electronic energy	-11844.1648	eV
LUMO energy (spin up / spin down)	0.033 / -0.065	Eh
<S²>	2.00

=====

Number 1: F_max 1.5 eV/Å. Number 2: F_max 4.0 eV/Å. Number 3: F_max 2.7 eV/Å. Number 4: F_max 3.0 eV/Å. Number 5: F_max 3.6 eV/Å. Number 6: F_max 6.6 eV/Å.